(1)
This record from the Open Molecules 2025 dataset describes a molecular structure, C66H65IN6PS3Tc at a distorted geometry. The level of theory is ωB97M-V/def2-TZVPD.

Summary:
E_HOMO (alpha / beta) ... -0.3379 / -0.3392 Ha
E_tot ... -4796.8687 Ha
Orbital gap (alpha / beta) ... 0.2053 / 0.1409 hartree
Relative energy (zero: lowest compared OMol25 entry of this formula, charge and spin) ... 0.3269 eV
Charge ... +1
Multiplicity ... 4
⟨S²⟩ ... 3.88

Each line ends with the Mulliken spin population.
Geometry (Å):
Tc -0.18090 0.51540 0.23600  1.85
C -5.09840 -3.22210 1.22980  0.00
C -5.29730 -1.74130 0.89300  0.00
C -4.10540 -1.17920 0.19820  0.06
C -3.93230 -1.00020 -1.15080  0.06
C -4.89110 -1.30630 -2.24850  0.00
C -5.75100 -0.08960 -2.59990  0.01
C -2.63160 -0.41350 -1.32400  0.17
C -2.11420 0.02660 -2.53000  -0.02
C -0.89970 0.66130 -2.72870  0.16
C -0.42910 1.15890 -3.99550  0.04
C -1.15120 1.02760 -5.29330  0.01
C -2.11400 2.19800 -5.51690  0.01
C 0.76520 1.78520 -3.74910  0.05
C 1.01270 1.66350 -2.33370  0.16
C 2.09660 2.20590 -1.65930  -0.02
C 2.39400 2.05510 -0.31160  0.22
N 1.62350 1.36210 0.59240  -0.21
C 2.30900 1.38140 1.78410  0.15
C 1.80440 0.92990 2.99270  -0.04
C 0.53750 0.40890 3.20860  0.23
N -0.37350 0.14290 2.22540  -0.15
C -1.50320 -0.31350 2.84610  0.13
C -2.65300 -0.73580 2.19700  0.00
C -2.89100 -0.73750 0.83100  0.11
N -2.00510 -0.30210 -0.11370  -0.09
C -1.30870 -0.32540 4.27160  0.05
C -0.03130 0.11810 4.49790  0.06
C 0.64600 0.36910 5.79900  0.00
C 0.45480 1.82830 6.22410  0.01
C -2.33650 -0.73710 5.26830  0.01
C -3.33570 0.38690 5.56040  0.01
C 3.55970 2.06440 1.61930  0.04
C 3.59810 2.51230 0.32150  0.04
C 4.71220 3.26530 -0.31500  0.00
C 5.73010 2.30880 -0.94160  0.01
C 4.56970 2.31140 2.68560  0.00
C 4.26050 3.61460 3.43030  0.01
N 0.01110 0.94140 -1.74870  -0.13
C 1.73480 2.32520 -4.74150  0.00
C 2.68420 1.19020 -5.14440  0.01
H -6.00650 -3.62990 1.66650  0.00
H -4.28360 -3.34720 1.93870  0.00
H -4.86670 -3.78870 0.32930  0.00
H -5.48990 -1.18170 1.81070  0.00
H -6.17140 -1.63960 0.24920  0.00
H -5.54130 -2.12680 -1.94270  0.00
H -4.33780 -1.62960 -3.13250  0.00
H -6.34570 0.21450 -1.74330  0.00
H -6.42420 -0.33100 -3.41790  0.00
H -5.12500 0.74820 -2.89420  0.00
H -2.73970 -0.09570 -3.40040  0.00
H -1.71130 0.09080 -5.30770  0.00
H -0.43260 0.99700 -6.11320  0.00
H -2.84420 2.25130 -4.71310  0.00
H -2.64230 2.07590 -6.45940  0.00
H -1.56880 3.13800 -5.54640  0.00
H 2.80680 2.76960 -2.24670  0.00
H 2.42830 1.07180 3.86190  0.00
H -3.44660 -1.10220 2.82820  0.00
H 1.71350 0.15360 5.71590  0.00
H 0.22770 -0.28450 6.56510  0.00
H 0.85700 2.49720 5.46660  0.00
H 0.95780 2.01790 7.16840  0.00
H -0.60190 2.04960 6.35010  0.00
H -1.84070 -1.01930 6.19710  0.00
H -2.87400 -1.61350 4.89720  0.00
H -2.82950 1.24420 5.99560  0.00
H -4.08890 0.04730 6.26720  0.00
H -3.82720 0.71010 4.64620  0.00
H 5.20910 3.86310 0.44830  0.00
H 4.32730 3.94370 -1.07540  0.00
H 6.04300 1.56500 -0.21380  0.00
H 6.60770 2.85450 -1.27630  0.00
H 5.29670 1.78640 -1.79020  0.00
H 5.56010 2.38470 2.23450  0.00
H 4.58520 1.48030 3.39370  0.00
H 4.26940 4.46160 2.74890  0.00
H 5.00470 3.78450 4.20310  0.00
H 3.27790 3.56830 3.89270  0.00
H 2.30910 3.15170 -4.31960  0.00
H 1.21170 2.69800 -5.62280  0.00
H 3.21250 0.81480 -4.26890  0.00
H 3.41040 1.53540 -5.87510  0.00
H 2.11790 0.36850 -5.57790  0.00
I 3.50630 -0.90260 -1.28980  0.01
C 4.11340 -2.69720 -0.37520  0.00
C 5.46150 -2.85790 -0.19060  0.00
C 5.97500 -4.08170 0.25260  0.00
C 5.12560 -5.13800 0.40580  0.00
C 3.73840 -5.00210 0.18620  0.00
C 2.92550 -6.15100 0.21130  0.00
C 1.59410 -6.05840 -0.06810  0.00
C 1.02240 -4.79780 -0.23900  0.00
C 1.75890 -3.63230 -0.22760  0.02
P 0.58720 -2.15910 -0.11870  -0.03
C -0.11160 -2.81450 1.46370  -0.01
C -1.30140 -3.48190 1.72160  0.01
C -1.60000 -3.91490 3.00300  0.02
C -0.73980 -3.66690 4.05660  0.00
C 0.45540 -3.00860 3.81030  0.00
C 0.76940 -2.60590 2.52870  0.01
C -0.38010 -2.58770 -1.62530  -0.01
C 0.19120 -2.14440 -2.81850  0.01
C -0.40130 -2.41500 -4.03740  0.01
C -1.57410 -3.14810 -4.09870  -0.01
C -2.14870 -3.59390 -2.92290  0.00
C -1.56880 -3.30560 -1.70000  0.00
C 3.17330 -3.72250 -0.12910  0.01
H 6.14520 -2.05300 -0.41670  0.00
H 7.03690 -4.19150 0.41200  0.00
H 5.50240 -6.11530 0.66770  0.00
H 3.38600 -7.10420 0.42110  0.00
H 0.96840 -6.93440 -0.12410  0.00
H -0.04750 -4.74700 -0.36670  0.00
H -2.02250 -3.67820 0.94680  -0.01
H -2.51580 -4.46620 3.16820  0.00
H -0.99610 -3.98700 5.05620  0.00
H 1.14240 -2.81600 4.62020  0.00
H 1.71920 -2.11600 2.34270  0.00
H 1.11440 -1.58330 -2.79860  -0.01
H 0.06140 -2.05380 -4.94300  0.00
H -2.03650 -3.37090 -5.04910  0.00
H -3.05470 -4.17930 -2.94830  0.00
H -2.07000 -3.65820 -0.81670  0.00
S 2.31040 6.64580 1.82420  0.00
C 1.01460 5.77040 1.30550  0.00
S 0.82580 4.08070 1.74730  0.00
C -0.55580 3.99770 0.63610  0.02
N -0.81810 5.13160 0.09710  0.01
N 0.00660 6.12030 0.46640  0.00
C -0.25240 7.40450 -0.06630  0.00
C -1.02130 7.49040 -1.22580  0.00
C -1.27780 8.72860 -1.78390  0.00
C -0.77450 9.87640 -1.19470  0.00
C -0.04870 9.78980 -0.02090  0.00
C 0.20930 8.55900 0.55440  0.00
S -1.50510 2.60550 0.37810  -0.04
H -1.40870 6.58680 -1.66920  0.00
H -1.86740 8.80230 -2.68470  0.00
H -0.94970 10.83910 -1.64670  0.00
H 0.31880 10.68530 0.45480  0.00
H 0.75990 8.50500 1.47900  0.00

(2)
This record from the Open Molecules 2025 dataset describes a molecular structure, C5H7NO at a distorted geometry. The level of theory is ωB97M-V/def2-TZVPD.

Summary:
E_HOMO ... -0.3386 Ha
E_tot ... -324.5592 Ha
Orbital gap ... 0.3026 hartree
Relative energy (zero: lowest compared OMol25 entry of this formula, charge and spin) ... 4.4979 eV

Each line ends with the Mulliken charge.
Geometry (Å):
C -1.57551 -1.13920 0.13994  -1.27
C -0.20222 -0.60869 0.49355  -0.41
C 0.26553 0.65375 0.07089  0.72
C 1.74378 0.81601 0.17776  -0.48
O 1.81842 -0.02243 -0.93906  -0.62
C -0.47929 1.51607 -0.80363  -0.03
N -1.11557 2.22259 -1.46615  -0.39
H -2.35500 -0.81075 0.84419  0.32
H -1.56807 -2.23294 0.14669  0.35
H -1.87805 -0.81585 -0.86068  0.36
H 0.20591 -0.93839 1.45509  0.38
H 0.85782 -0.86610 -0.33696  0.50
H 2.13257 1.81126 -0.04183  0.35
H 2.14968 0.41465 1.12020  0.22

(3)
This record from the Open Molecules 2025 dataset describes 2 unconnected molecules or ions with the total composition H2INS at a distorted geometry. The level of theory is ωB97M-V/def2-TZVPD.

Summary:
E_HOMO (alpha / beta) ... -0.3288 / -0.3290 Ha
E_tot ... -751.7023 Ha
Orbital gap (alpha / beta) ... 0.2253 / 0.2250 hartree
Relative energy (zero: lowest compared OMol25 entry of this formula, charge and spin) ... 3.4137 eV

Each line ends with the Mulliken charge.
Geometry (Å):
N 0.38464 0.80719 0.77239  -0.49
S -0.82431 -1.42049 -0.48335  -0.16
I 0.66383 -1.51901 -2.25268  0.17
H -0.09596 1.59197 0.34824  0.24
H -0.12820 0.54034 1.61540  0.24

(4)
This record from the Open Molecules 2025 dataset describes a molecular structure, C23H17AlN3O7. The level of theory is ωB97M-V/def2-TZVPD.

Summary:
E_HOMO ... -0.4511 Ha
E_tot ... -1820.0990 Ha
Orbital gap ... 0.3015 hartree
Charge ... +1

Each line ends with the Mulliken charge.
Geometry (Å):
Al -0.50333 0.68918 1.05946  -0.09
O -1.18585 -0.71961 4.52970  -0.60
C -1.08884 -0.52470 3.35109  0.18
O -0.33792 0.37575 2.76642  -0.35
C -1.86600 -1.34452 2.34226  0.83
C -2.60705 -2.43645 2.79627  -0.92
C -3.22378 -3.23479 1.87739  -0.56
C -3.15063 -2.89620 0.51122  0.95
C -3.78426 -3.68044 -0.47947  -0.88
C -3.76539 -3.30223 -1.78964  -0.69
C -3.14197 -2.09479 -2.15521  -0.56
C -2.50174 -1.32707 -1.22235  -0.22
C -2.44514 -1.72221 0.13043  0.06
N -1.75775 -0.98222 1.06624  0.21
H -2.63820 -2.62101 3.85974  0.54
H -3.78093 -4.11166 2.18221  0.47
H -4.29973 -4.58017 -0.16807  0.41
H -4.24888 -3.90757 -2.54402  0.41
H -3.19251 -1.76013 -3.18284  0.48
H -2.08444 -0.37698 -1.50458  0.43
O -1.90321 3.49611 -4.60003  -0.48
C -2.34655 2.78703 -3.55515  0.70
O -3.49540 2.75604 -3.24541  -0.48
C -1.31828 2.02454 -2.77145  0.06
C -0.44743 1.06223 -3.24419  -0.32
N 0.10159 0.45613 -2.17585  -0.31
N -0.36721 0.96654 -1.03529  0.31
C -1.23211 1.91572 -1.37360  -0.30
C -1.79861 2.69926 -0.22047  0.68
O -2.37440 3.73512 -0.35494  -0.58
O -1.50637 2.09560 0.92109  -0.18
H -0.94332 3.55455 -4.64764  0.37
H -0.19804 0.77279 -4.25268  0.52
H 0.77664 -0.28973 -2.16589  0.16
C 2.27497 2.42507 2.29696  -1.59
C 2.37267 1.25129 1.38845  0.93
O 1.33076 0.76572 0.90391  0.00
C 3.66031 0.66353 1.04832  0.73
C 3.70413 -0.50105 0.26887  -0.28
C 4.91178 -1.06726 -0.07977  -0.73
C 6.09758 -0.47715 0.34606  -0.40
C 6.06822 0.67035 1.12743  -0.84
C 4.85975 1.23883 1.48126  -0.34
H 1.23021 2.67654 2.46066  0.32
H 2.80086 3.28240 1.87341  0.45
H 2.74258 2.19790 3.25625  0.43
H 2.77261 -0.96303 -0.02964  0.44
H 4.94008 -1.96988 -0.67497  0.41
H 7.04695 -0.91840 0.07321  0.41
H 6.99293 1.11896 1.46326  0.41
H 4.85063 2.13210 2.09161  0.38